{"formula": "C25H21BrHfN6O5", "method": "ωB97M-V with the def2-TZVPD basis set", "total_energy_ev": -116787.8123, "e_lumo_ev": [-1.1, -1.1], "fmax_ev_per_a": 7.7, "orbital_gap_ev": [4.2, 4.2], "homo_energy_ev": [-5.4, -5.4], "mol_weight_g_mol": 743.87, "total_charge": 0, "species": ["Hf", "Br", "O", "O", "O", "O", "O", "N", "N", "N", "N", "N", "N", "C", "C", "C", "C", "C", "C", "C", "C", "C", "C", "C", "C", "C", "C", "C", "C", "C", "C", "C", "C", "C", "C", "C", "C", "C", "H", "H", "H", "H", "H", "H", "H", "H", "H", "H", "H", "H", "H", "H", "H", "H", "H", "H", "H", "H", "H"], "positions_angstrom": [[0.09346, -0.28953, -0.59306], [-3.85349, 0.22693, -0.95338], [1.75944, -1.95926, -3.12704], [1.62376, 2.58653, -3.32173], [1.27653, -1.39407, 2.01409], [1.03497, 0.63011, -2.32993], [-0.77984, -1.51195, -1.82911], [-0.81909, 0.56455, 1.41359], [1.51216, -1.47321, 0.60288], [1.66230, 1.50190, 0.58430], [1.60340, -1.78977, -1.86547], [-1.35942, 1.34524, -1.79866], [-1.22204, -2.15365, 1.06532], [3.40747, 3.26901, 0.35504], [1.47168, 3.54777, 1.76303], [-0.69977, 2.05515, -2.81721], [-1.77218, -3.04225, 0.34018], [2.81872, 1.99700, 0.01286], [3.25855, -3.37121, 1.07631], [2.37589, -2.48725, 0.17638], [-3.35587, -1.97646, 2.06784], [-1.69688, -0.10778, 2.28498], [2.44397, -2.62314, -1.18721], [-1.32827, 2.96355, -3.67251], [0.96177, 2.25447, 1.42781], [-0.26332, 1.75371, 1.95116], [-2.72338, 2.91289, -3.70900], [-3.84285, -2.91383, 1.18834], [-2.70315, 1.34553, -1.87742], [-3.02100, -3.47414, 0.17619], [-2.47816, 0.65755, 3.21631], [0.69735, 1.78203, -2.85513], [-0.86696, 2.41569, 3.05499], [-1.98893, 1.88049, 3.63200], [-3.40401, 2.03852, -2.85478], [2.60633, 4.08644, 1.20305], [3.32847, -3.44089, -1.99662], [-2.09397, -1.42105, 1.88280], [1.66956, -2.25820, 2.30459], [2.77490, 5.13594, 1.47600], [2.77567, -4.05537, -2.70088], [-3.34928, 3.55515, -4.31503], [3.95134, -2.80337, -2.63706], [4.41354, 3.62191, 0.12769], [-3.39240, 0.27875, 3.68891], [0.84261, 3.95609, 2.53502], [-4.83477, -3.33298, 1.29047], [-0.79504, 3.65465, -4.32871], [-3.96807, -1.58898, 2.87915], [-0.44871, 3.31476, 3.50772], [3.99466, -4.08127, -1.41130], [3.48046, 1.26719, -0.31833], [3.24681, -2.93998, 2.08470], [-4.46030, 1.86508, -2.96915], [-2.48477, 2.40850, 4.44540], [-0.82154, -2.41495, -1.57876], [2.87482, -4.40111, 1.08870], [4.26110, -3.35931, 0.65389], [-3.39423, -4.20812, -0.52425]], "mulliken_charge": [1.4787, -0.0388, -0.7017, -0.7271, -0.4849, -0.5290, -0.7521, 0.5829, 0.9430, 0.1287, 0.5985, -0.1777, 0.1800, -0.9709, -0.8577, 0.4649, -0.0318, -0.2735, -1.9283, 0.1960, -1.1326, 1.2113, 0.3473, -0.8476, 0.6442, 1.1660, -0.2593, -0.3158, 0.4175, -1.1308, -1.0956, 0.0188, -1.1843, -0.8775, -0.7607, -0.4295, -1.2808, 0.4185, 0.2409, 0.3978, 0.2773, 0.4218, 0.2800, 0.3971, 0.2857, 0.3123, 0.4168, 0.4984, 0.3153, 0.3223, 0.4341, 0.5265, 0.5664, 0.4023, 0.4066, 0.2858, 0.3024, 0.4612, 0.4401]}

---

{"formula": "C3H4N2O", "method": "ωB97M-V with the def2-TZVPD basis set", "total_energy_ev": -8199.5400, "e_lumo_ev": 0.5, "fmax_ev_per_a": 3.5, "orbital_gap_ev": 9.6, "homo_energy_ev": -9.1, "mol_weight_g_mol": 84.08, "total_charge": 0, "species": ["O", "N", "N", "C", "C", "C", "H", "H", "H", "H"], "positions_angstrom": [[-2.10458, -1.38763, 1.29520], [-1.95355, 0.46061, -0.15024], [0.85337, -0.35479, 0.18299], [-2.07971, -0.49080, 0.56512], [1.91113, -0.14504, 0.87020], [1.83359, 0.27754, -0.57177], [-2.28891, 1.35509, -0.10710], [1.53232, 1.33920, -0.83853], [-0.05514, -0.78914, 0.11050], [2.35149, -0.26503, -1.35637]], "mulliken_charge": [-0.3915, -0.4569, 0.1569, 0.6367, -0.3352, -0.4012, 0.2502, 0.1711, 0.1501, 0.2198]}

---

{"formula": "C31H47BrF20N4O8PS", "method": "ωB97M-V with the def2-TZVPD basis set", "total_energy_ev": -199757.3712, "e_lumo_ev": -3.8, "fmax_ev_per_a": 1.3, "orbital_gap_ev": 7.5, "homo_energy_ev": -11.4, "mol_weight_g_mol": 1126.64, "total_charge": 1, "species": ["Br", "S", "P", "F", "F", "F", "F", "F", "F", "F", "F", "F", "F", "F", "F", "F", "F", "F", "F", "F", "F", "F", "F", "O", "O", "O", "O", "O", "O", "O", "O", "N", "N", "N", "N", "C", "C", "C", "C", "C", "C", "C", "C", "C", "C", "C", "C", "C", "C", "C", "C", "C", "C", "C", "C", "C", "C", "C", "C", "C", "C", "C", "C", "C", "C", "C", "H", "H", "H", "H", "H", "H", "H", "H", "H", "H", "H", "H", "H", "H", "H", "H", "H", "H", "H", "H", "H", "H", "H", "H", "H", "H", "H", "H", "H", "H", "H", "H", "H", "H", "H", "H", "H", "H", "H", "H", "H", "H", "H", "H", "H", "H", "H"], "positions_angstrom": [[-0.82892, -5.31085, 4.95357], [0.62008, 4.47452, -3.10612], [-0.84721, -3.09285, 4.99138], [-2.34108, 1.52664, -3.74289], [0.03125, 0.71492, -1.71516], [1.65957, 3.59369, -3.91360], [0.88701, 5.66941, -4.08164], [-3.95142, 1.02901, -1.71480], [8.14168, 0.35347, -6.79681], [-0.22464, 3.38637, -0.80509], [0.09058, 1.45364, -3.73486], [7.73623, -0.14809, 1.67878], [-0.42320, 5.34616, -2.30069], [-0.55720, 3.97150, -4.04172], [1.60876, 2.58710, -1.59336], [1.76832, 4.99433, -2.15015], [-2.36586, 3.04611, -2.18711], [-2.38546, -0.46606, -1.95033], [1.36592, -3.34660, 3.79534], [6.55440, 0.06620, -8.23403], [6.13125, 0.82760, 2.74404], [5.74276, -0.99607, 1.64861], [6.68436, -1.21553, -6.49236], [-1.81959, 1.67458, 3.27317], [5.35381, 1.91830, 0.41978], [-4.34707, 3.33076, 1.53931], [6.39243, 1.71371, -5.26764], [-2.34562, -2.64274, 5.39859], [6.64065, 0.42062, -0.67123], [-0.58193, -1.03799, 0.41586], [4.71081, 0.86350, -6.48747], [-0.87103, -0.30772, 2.51155], [-5.07000, -2.49023, 4.23476], [-3.74004, -4.37322, 3.82797], [-5.42323, -3.68125, 2.22082], [0.38243, 2.99730, -1.93763], [3.79138, 1.69931, -5.75395], [-2.30727, 1.02936, -0.05864], [-2.29380, -4.80555, 1.11718], [-1.95065, -2.42644, 2.04335], [-0.73343, -2.56330, 3.07549], [-0.37887, -1.16168, 3.32647], [-5.49719, 2.57714, 1.15808], [-1.42266, -5.82213, 1.23443], [1.44125, -2.78502, 1.54662], [-1.92302, 1.81371, -2.49503], [-3.79657, 2.98566, 2.79140], [-6.36874, 3.40205, 0.24208], [5.97661, 0.99596, -6.12896], [-1.59174, -1.00144, 1.39356], [6.86555, 0.03228, -6.94038], [-2.61331, 0.81146, -1.53278], [-1.83759, -3.40471, 0.83618], [-2.74115, -0.15526, 0.81479], [-2.26951, 2.91889, 2.71543], [6.35540, 1.05564, -1.93867], [-0.65308, 1.13380, 2.75207], [-4.38076, -3.24971, 3.18880], [2.79684, -3.49793, 1.50346], [6.44097, 0.15071, 1.64620], [7.23719, 2.25471, -2.19323], [-3.45783, -2.25921, 2.42961], [3.71648, 3.09495, -6.32979], [6.07729, 0.96707, 0.38844], [0.55113, -3.34578, 2.64317], [-0.35076, 1.74720, -2.51335], [0.30968, -4.38761, 2.44587], [-3.34671, -5.04810, 1.18448], [6.53687, 0.28789, -2.68723], [-3.84226, -5.22975, 3.30740], [0.23469, -0.89544, 4.18282], [3.34725, -3.38831, 2.43293], [2.82484, 1.20562, -5.83292], [4.07821, 1.70697, -4.70276], [-5.07888, -3.81849, 1.28151], [1.00197, -2.86303, 0.55824], [3.44559, 3.05105, -7.38478], [-3.55836, -1.31245, 2.95887], [2.96560, 3.67298, -5.80102], [5.29799, 1.31757, -1.97522], [-5.57301, -1.72997, 3.79678], [-2.91225, 1.89303, 0.21805], [-2.28760, -1.83767, 5.92938], [-6.07802, 2.27906, 2.03554], [2.69696, -4.54998, 1.23812], [3.40071, -3.02857, 0.72601], [-6.73257, 4.28866, 0.75922], [-1.85439, 3.73386, 3.31179], [8.28947, 1.97685, -2.13337], [1.64058, -1.72207, 1.70749], [-4.08258, 3.72525, 3.54264], [-2.43215, -2.94923, 0.03337], [-1.91744, 3.06339, 1.69529], [-4.05522, -4.50344, 4.77701], [7.03086, 2.64424, -3.18588], [0.13869, 1.18273, 3.50308], [-5.73420, -3.08909, 4.70802], [-3.35125, -0.81448, 0.19699], [-3.40899, 0.19377, 1.59598], [-0.29144, 1.63132, 1.85324], [-5.89215, -4.51270, 2.55199], [-4.16368, 2.01484, 3.13808], [-7.25007, 2.81279, -0.01791], [-5.85248, 3.67917, -0.67464], [7.06021, 3.04495, -1.46356], [-0.96081, -1.27418, -0.44003], [-1.70545, -6.71199, 1.78246], [4.66927, 3.61751, -6.25329], [-0.81609, -3.46894, 0.47911], [-3.95145, -2.15919, 1.46619], [-1.27759, 1.33835, 0.06851], [-5.17544, 1.67026, 0.63436], [-0.44791, -5.77937, 0.76084]], "mulliken_charge": [-0.1984, 1.4252, -0.0206, -0.3229, -0.1853, -0.2453, -0.3019, -0.3383, -0.2319, -0.2507, -0.2931, -0.2438, -0.3080, -0.3076, -0.2669, -0.3013, -0.2954, -0.3405, -0.4632, -0.2420, -0.2428, -0.2354, -0.2600, -0.4150, -0.5139, -0.3984, -0.5109, -0.5222, -0.3459, -0.7494, -0.3681, 0.4327, -0.5773, -0.3066, -0.7249, 0.4023, 0.2203, -1.1506, -0.5913, 2.8190, 2.3888, -2.0859, 0.3515, -1.2851, 0.0062, 0.7862, -0.5145, -1.4758, 0.2965, -0.1706, 0.8886, 0.7259, -1.3097, -0.5852, 0.0298, 0.1710, -0.5562, 0.6845, -1.6907, 0.8724, -1.1337, -3.4007, -1.0536, 0.3317, -0.6775, 0.4598, 0.6174, 0.6398, 0.2508, 0.2826, 0.6869, 0.3636, 0.3376, 0.0279, 0.1713, 0.1591, 0.3478, 0.8492, 0.2140, 0.1169, 0.2929, 0.2340, 0.3773, 0.4358, 0.3280, 0.4764, 0.3683, 0.5252, 0.2904, 0.2632, 0.3789, 0.5471, -0.1345, 0.2648, 0.3479, 0.6806, 0.3386, 0.8208, 0.5302, 0.3064, 0.3277, 0.2668, 0.4053, 0.2922, 0.3595, 0.6166, 0.3285, 0.3114, 0.4332, 0.3143, 0.0261, -0.0545, 0.3516]}

---

{"formula": "C4H10N2", "method": "ωB97M-V with the def2-TZVPD basis set", "total_energy_ev": -7286.2388, "e_lumo_ev": 1.0, "fmax_ev_per_a": 5.7, "orbital_gap_ev": 8.2, "homo_energy_ev": -7.2, "mol_weight_g_mol": 86.14, "total_charge": 0, "species": ["N", "N", "C", "C", "C", "C", "H", "H", "H", "H", "H", "H", "H", "H", "H", "H"], "positions_angstrom": [[-0.65572, 0.55583, 0.11483], [0.71794, 0.80736, 0.15479], [-1.66091, -0.38679, 0.07849], [3.00563, 0.02807, 0.02303], [1.52417, -0.39928, 0.11131], [-3.00491, 0.09534, -0.00634], [3.32031, 0.85874, 0.49491], [3.55228, -0.85504, 0.01384], [-3.60505, 0.47972, 0.80197], [3.15627, 0.39043, -0.97395], [-3.67958, -0.62498, -0.53761], [-1.42866, -1.48618, 0.13798], [1.25723, -0.95898, -0.85986], [1.31350, -0.88706, 1.08444], [-1.13926, 1.46256, 0.04165], [-2.67323, 0.92028, -0.67950]], "mulliken_charge": [0.2523, -0.9542, 0.2471, -1.3929, -0.2779, -0.9566, 0.4630, 0.3952, 0.2527, 0.3454, 0.2686, 0.3634, 0.2590, 0.3111, 0.2130, 0.2108]}